DFT (ωB97M-V with the def2-TZVPD basis set) results for a molecular structure, C29H73Cl2N4Na3O10 in a non-equilibrium geometry.

Atoms and positions in Å:
Na -5.68 1.93 2.34
Na -2.94 3.56 6.81
Na -3.48 -1.83 6.32
C -0.18 -1.01 0.94
C -0.88 0.29 1.48
O -1.36 0.35 2.81
H -0.11 -1.01 -0.15
H -0.43 -1.99 1.33
H 0.76 -0.88 1.47
H -1.64 0.62 0.76
H -0.19 1.11 1.26
Cl 2.85 -4.79 -5.45
C 3.29 -3.34 -6.41
C 2.71 -2.08 -5.78
Cl 0.93 -2.05 -6.04
H 2.82 -3.56 -7.37
H 4.36 -3.32 -6.62
H 3.19 -1.20 -6.20
H 2.94 -2.06 -4.72
C -5.82 0.18 -4.14
O -6.48 0.61 -3.04
H -6.03 -0.88 -4.31
H -5.96 0.74 -5.07
H -4.74 0.31 -4.11
H -5.98 1.28 -2.58
C -5.31 6.85 -4.82
O -4.62 7.23 -3.68
C -3.41 6.44 -3.46
C -2.60 7.24 -2.44
N -3.35 7.83 -1.30
C -2.39 8.51 -0.42
C -1.34 7.60 0.44
O -1.89 7.28 1.75
C -1.97 8.38 2.69
H -5.35 5.77 -4.76
H -4.79 7.11 -5.75
H -6.36 7.14 -4.90
H -2.95 6.35 -4.44
H -3.61 5.52 -2.90
H -2.03 8.12 -2.73
H -1.96 6.43 -2.12
H -3.51 7.00 -0.73
H -3.03 9.14 0.20
H -1.83 9.25 -0.99
H -0.34 7.99 0.60
H -1.07 6.66 -0.03
H -2.62 9.16 2.31
H -0.96 8.72 2.90
H -2.53 8.14 3.59
C -1.09 -3.90 9.14
O -0.59 -3.27 8.02
C 0.77 -3.62 7.65
C 1.23 -2.60 6.67
N 0.95 -1.26 7.22
C 1.73 -0.83 8.44
C 1.33 0.65 8.93
O 0.89 1.56 7.88
C 1.89 1.87 7.01
H -2.03 -3.48 9.50
H -0.40 -3.84 9.99
H -1.35 -4.96 9.09
H 0.69 -4.59 7.15
H 1.34 -3.61 8.57
H 0.69 -2.67 5.72
H 2.28 -2.67 6.36
H 0.84 -0.61 6.46
H 2.79 -0.69 8.22
H 1.75 -1.55 9.27
H 2.14 1.01 9.56
H 0.44 0.48 9.53
H 1.58 1.69 5.98
H 2.87 1.38 7.10
H 2.15 2.92 6.86
C -2.78 -7.81 -2.03
O -3.01 -9.03 -2.76
C -2.27 -10.12 -2.25
C -2.75 -11.42 -2.91
N -2.63 -11.46 -4.35
C -3.62 -12.34 -4.97
C -3.19 -12.63 -6.47
O -2.32 -13.67 -6.67
C -1.64 -13.80 -7.93
H -3.00 -7.92 -0.96
H -3.51 -7.10 -2.41
H -1.82 -7.34 -2.22
H -2.30 -10.22 -1.16
H -1.23 -9.88 -2.48
H -3.79 -11.61 -2.67
H -2.31 -12.26 -2.37
H -2.78 -10.52 -4.69
H -4.53 -11.78 -4.76
H -3.67 -13.34 -4.54
H -2.72 -11.75 -6.91
H -4.09 -12.76 -7.08
H -0.82 -13.08 -7.93
H -2.30 -13.76 -8.80
H -1.24 -14.81 -7.96
C 4.60 7.07 -2.31
O 4.39 6.09 -1.29
C 4.61 4.73 -1.74
C 4.86 3.90 -0.42
N 6.26 3.87 0.01
C 6.96 5.13 0.33
C 6.34 6.02 1.39
O 7.29 6.99 1.95
C 7.35 8.28 1.39
H 4.95 8.00 -1.85
H 3.69 7.22 -2.89
H 5.36 6.74 -3.01
H 5.40 4.60 -2.48
H 3.69 4.53 -2.30
H 4.46 2.92 -0.66
H 4.20 4.32 0.35
H 6.38 3.20 0.76
H 6.94 5.64 -0.63
H 8.03 5.05 0.51
H 6.11 5.41 2.26
H 5.35 6.46 1.25
H 6.36 8.73 1.34
H 7.83 8.31 0.42
H 7.92 8.96 2.03

Values from the calculation:
Total energy = -3526.3937 Eh
Total charge = +2

=====

DFT (ωB97M-V with the def2-TZVPD basis set) results for 9 unconnected molecules or ions with the total composition C29H73F6O32P7 in a non-equilibrium geometry.

Atoms and positions in Å:
C 3.77 -1.10 2.13
C 3.45 -1.92 0.86
O 4.34 -3.11 1.00
C 3.96 -4.26 0.64
O 2.82 -4.58 0.26
C 5.13 -5.30 0.85
F 6.32 -4.68 0.69
F 5.01 -5.81 2.10
F 5.08 -6.29 0.00
H 3.34 -1.62 3.00
H 3.38 -0.11 2.08
H 4.83 -1.01 2.15
H 3.76 -1.50 -0.09
H 2.43 -2.30 0.83
C -2.62 -0.61 5.04
C -3.84 0.23 4.74
O -3.82 0.65 3.42
C -4.90 1.41 3.08
O -5.88 1.57 3.75
C -4.65 2.14 1.74
F -5.79 2.51 1.20
F -3.87 3.21 2.00
F -3.97 1.38 0.90
H -1.73 -0.11 4.63
H -2.65 -1.56 4.54
H -2.55 -0.70 6.13
H -3.85 1.18 5.36
H -4.70 -0.38 4.98
C -3.17 1.06 -8.15
O -2.87 0.35 -6.95
P -1.83 0.84 -5.85
O -0.44 0.92 -6.32
O -2.41 2.24 -5.45
C -3.73 2.43 -4.89
O -2.16 -0.19 -4.69
C -1.26 -1.21 -4.26
H -3.75 0.49 -8.85
H -2.27 1.49 -8.67
H -3.81 1.85 -7.85
H -3.57 3.03 -4.00
H -4.27 1.42 -4.62
H -4.32 2.99 -5.63
H -1.69 -1.55 -3.30
H -0.25 -0.93 -3.94
H -1.23 -2.04 -4.99
C 2.52 -4.80 4.34
O 1.92 -3.52 4.29
P 0.34 -3.27 4.44
O -0.42 -3.83 3.33
O 0.08 -3.89 5.86
C -1.36 -4.27 6.09
O 0.32 -1.71 4.68
C 1.11 -1.11 5.72
H 3.56 -4.77 4.56
H 2.37 -5.25 3.38
H 2.05 -5.34 5.15
H -1.66 -4.88 5.27
H -1.96 -3.37 6.04
H -1.39 -4.73 7.06
H 0.69 -1.49 6.66
H 0.90 -0.05 5.70
H 2.12 -1.32 5.65
C 2.11 1.32 -0.72
O 1.12 1.07 0.33
P -0.36 0.77 -0.11
O -0.52 -0.23 -1.18
O -1.11 0.52 1.26
C -0.90 -0.77 1.90
O -0.83 2.24 -0.50
C -1.86 2.46 -1.47
H 1.84 2.32 -1.12
H 2.16 0.53 -1.50
H 3.10 1.22 -0.24
H -0.86 -1.58 1.16
H -1.73 -0.87 2.57
H 0.02 -0.72 2.51
H -1.62 1.99 -2.44
H -2.16 3.53 -1.57
H -2.81 2.00 -1.14
C 0.79 -3.27 -1.67
O 1.81 -3.78 -2.74
P 2.75 -2.95 -3.58
O 3.63 -3.87 -4.27
O 2.01 -1.92 -4.47
C 2.09 -1.83 -5.89
O 3.44 -2.01 -2.53
C 4.41 -1.06 -2.96
H 1.38 -2.90 -0.87
H 0.33 -4.23 -1.37
H 0.17 -2.55 -2.24
H 1.11 -1.93 -6.31
H 2.77 -2.62 -6.26
H 2.45 -0.83 -6.20
H 5.38 -1.53 -3.00
H 4.32 -0.21 -2.27
H 4.18 -0.62 -3.94
C -6.49 -2.69 3.13
O -5.41 -2.16 2.31
P -5.04 -2.76 0.90
O -6.07 -3.62 0.29
O -4.53 -1.46 0.16
C -3.70 -1.62 -1.04
O -3.57 -3.39 1.22
C -3.30 -4.63 1.88
H -6.12 -3.22 4.01
H -7.13 -3.39 2.61
H -7.07 -1.78 3.42
H -4.27 -1.66 -1.98
H -3.16 -2.57 -0.99
H -2.98 -0.79 -1.02
H -2.22 -4.62 2.10
H -3.62 -5.48 1.31
H -3.81 -4.60 2.85
C 4.40 2.16 -6.49
O 4.27 3.18 -5.53
P 4.32 2.84 -3.99
O 5.54 2.15 -3.51
O 4.11 4.30 -3.37
C 4.80 4.74 -2.17
O 3.11 1.87 -3.68
C 1.82 2.46 -4.05
H 5.08 1.38 -6.04
H 4.80 2.56 -7.40
H 3.44 1.69 -6.70
H 4.52 4.07 -1.41
H 4.59 5.77 -1.98
H 5.85 4.63 -2.36
H 1.81 3.54 -3.95
H 1.14 1.97 -3.32
H 1.52 2.12 -5.04
C -0.61 4.53 1.39
O 0.57 5.22 1.97
P 0.77 5.23 3.53
O 1.17 4.00 4.24
O -0.62 5.86 3.96
C -1.17 5.75 5.26
O 1.80 6.47 3.66
C 2.00 7.50 2.75
H -0.47 4.70 0.30
H -1.48 5.06 1.76
H -0.49 3.47 1.62
H -2.25 5.69 5.14
H -0.97 6.66 5.84
H -0.72 4.93 5.74
H 2.77 7.12 2.07
H 2.43 8.35 3.32
H 1.10 7.88 2.26

Values from the calculation:
Energy relative to the best compared isomer or geometry (same formula, charge and spin) = 0.000 eV
SMILES = CCOC(=O)C(F)(F)F.CCOC(=O)C(F)(F)F.COP(=O)(OC)OC.COP(=O)(OC)OC.COP(=O)(OC)OC.COP(=O)(OC)OC.COP(=O)(OC)OC.COP(=O)(OC)OC.COP(=O)(OC)OC